No. 1
9
Properties=species:S:1:pos:R:3:forces:R:3:lowdin_charge:R:1 method="wB97M-V/def2-TZVPD" lumo_ev=-4.65 largest_force_ha_per_bohr=0.111 e_tot_ha=-171.398226 orbital_gap_ev=11.05 relative_energy_kj_mol=75.5 total_charge=+1
N 0.6888 -0.1142 -1.4442 -0.8 0.9 -1.4 0.24
H 1.4638 0.5504 -1.2638 0.2 -1.1 -0.4 0.15
H 0.2600 -0.2304 -0.4455 -0.1 0.5 -1.2 0.05
H 0.9057 -1.0400 -1.8628 0.5 0.9 0.4 0.16
H 0.1025 0.4072 -2.1751 0.5 -1.0 1.6 0.18
O 0.0335 -0.0682 0.9607 -3.2 -0.5 4.7 -0.09
C -0.8855 0.0856 1.8524 2.7 0.3 -3.4 0.09
H -0.9821 -0.4692 2.8352 0.5 0.4 -1.2 0.13
H -1.5867 0.8787 1.5431 -0.3 -0.4 0.8 0.10


No. 2
19
Properties=species:S:1:pos:R:3:forces:R:3:lowdin_charge:R:1 method="wB97M-V/def2-TZVPD" lumo_ev="-4.60 / -4.30" largest_force_ha_per_bohr=0.075 e_tot_ha=-704.405818 orbital_gap_ev="6.95 / 7.72" relative_energy_kj_mol=485.1 total_charge=+1
C -0.5749 -0.0290 1.7204 -0.9 -0.3 -1.3 -0.68
C 0.9514 0.4872 0.0733 1.7 -0.6 -1.8 -0.06
C -1.3110 -0.6422 -0.5760 0.0 -1.7 2.7 -0.18
C -1.4465 -2.1359 -0.5922 3.1 -0.3 2.4 -0.08
C 0.3827 2.1909 1.8042 -1.2 1.3 2.1 -0.04
N 0.1902 0.9097 1.1734 0.2 -1.1 -0.3 -0.25
N -0.1349 -0.0443 -1.0326 1.3 0.8 -0.1 0.05
S -1.2323 -0.4153 3.0795 0.0 -0.1 0.0 0.85
H 1.6216 1.2152 -0.4508 -1.3 0.3 0.7 0.15
H 1.7289 -0.3351 0.1398 -1.6 0.2 0.8 0.16
H -2.1485 -0.0248 -0.3747 -0.5 0.6 -0.3 0.11
H -0.3687 -2.6340 -0.2656 -2.6 1.2 -0.6 0.14
H -1.6346 -2.6135 -1.5277 -0.8 -0.1 -0.7 0.06
H -2.1640 -2.3475 0.2296 0.3 -0.4 -0.9 0.09
H 0.7400 2.8703 1.0284 0.5 0.1 0.7 0.10
H -0.5767 2.6707 2.2605 1.1 -1.2 -1.3 0.13
H 0.9482 2.0083 2.7513 0.4 0.7 -1.1 0.11
H -0.3581 0.7919 -1.5273 -0.1 0.8 -0.7 0.16
H 0.3363 -0.6648 -1.6777 0.4 -0.2 -0.2 0.17